This record from OMol25 describes a 10-piece molecular cluster, C35H95N15O15 overall in a non-equilibrium geometry. The level of theory is ωB97M-V/def2-TZVPD.

Geometry as XYZ:
```
160
Properties=species:S:1:pos:R:3:forces:R:3
O -20.4409 -23.3294 5.9858 -0.0331 0.9353 -1.0546
O -19.2083 -18.6433 6.7467 1.1978 -0.4444 -2.3021
N -19.4474 -25.7974 1.9191 -2.3846 -2.6422 -0.0054
H -21.5440 -21.9178 1.5732 0.2646 0.4454 -0.5436
H -22.4077 -20.7191 2.3265 1.3285 0.5728 -1.0493
H -25.3180 -22.5836 1.4918 -0.8473 -0.0277 -0.0623
H -14.3288 -24.3913 1.4833 -0.6805 0.9622 -0.9365
O -18.7061 -15.1461 2.7052 -0.6000 0.1323 -1.1281
N -17.9186 -24.0257 7.0811 0.6550 0.2626 0.3891
C -20.6767 -20.1096 1.2211 -0.6530 1.0605 1.8686
H -20.8513 -21.9412 4.4422 0.3677 -0.4156 0.0188
C -24.3801 -22.8462 1.9475 -0.5580 -0.4299 0.7910
H -24.1390 -18.6404 3.9790 0.3833 -1.0988 0.1507
O -21.1793 -24.4810 1.2636 -1.5509 0.0949 0.1461
C -17.8608 -15.4269 9.9303 0.4313 -0.2660 -1.6214
H -24.6275 -26.0268 4.7251 -0.2065 0.3807 0.2901
C -24.4338 -23.3925 8.9133 -0.4338 0.0170 -1.4698
H -13.5227 -22.9578 0.9483 -0.4255 0.2388 0.0460
N -21.9768 -19.7483 6.5720 -1.9168 -0.7105 -1.3151
N -24.0224 -24.3932 5.9085 0.8497 -1.0860 0.3621
H -23.2983 -25.2001 4.0735 0.8378 0.1160 -0.2224
H -18.8682 -19.4437 -0.4975 -0.1841 0.2429 -0.5726
H -22.4068 -14.1133 -3.3478 0.1799 0.6271 -0.5352
H -14.1892 -21.7633 -3.1557 -0.1293 -0.0824 -0.3542
H -22.1243 -20.3113 7.3852 0.2762 0.1603 0.5093
H -23.4360 -23.5782 5.7384 0.1400 -0.1285 0.5186
C -20.5302 -22.9912 4.5651 -0.3207 -0.2456 0.4671
H -24.8858 -17.2076 3.6175 0.1137 0.6488 0.3377
H -23.3856 -17.2112 4.6612 0.0850 0.3003 0.0266
O -23.2326 -23.3435 8.1995 0.3930 1.9195 0.5014
N -23.6753 -21.0770 5.6710 0.2761 0.4368 -0.2623
H -18.5481 -25.9250 2.2437 1.9793 0.3145 0.5633
C -20.3165 -15.6297 7.2742 -1.1833 0.8519 0.6428
H -23.9960 -21.6314 4.8779 -0.0605 0.1657 0.2823
H -16.7997 -27.9114 9.1809 -0.3755 -0.1633 0.6555
C -24.2076 -25.0102 4.6258 -0.3945 -1.3438 -0.2185
H -20.9784 -15.0835 8.0168 0.3742 -0.6984 -0.9718
H -17.5021 -19.5483 1.3115 -0.6918 0.2278 0.0846
H -18.1090 -24.0188 1.1843 1.4292 0.2445 -0.2637
O -18.8506 -16.0673 9.1388 -0.2015 0.7335 -0.2999
H -16.1463 -18.3491 1.7133 -0.5721 -1.0570 -0.6193
H -18.0763 -15.7517 -1.6977 0.6191 0.1628 -1.0158
C -14.5633 -23.8161 -0.6104 -1.7242 1.7454 -1.6682
H -15.7327 -21.8803 0.7777 -0.0833 0.2378 -0.0501
H -22.5071 -25.2033 8.7681 0.0345 0.2695 0.6114
O -22.1522 -20.1398 4.2918 0.0091 0.6490 0.4728
C -23.3469 -25.3464 6.8301 -0.0635 1.3736 1.3441
H -24.0488 -21.2494 6.5941 0.1908 -0.0482 -0.2784
H -17.4426 -27.3318 10.7655 0.1592 0.2889 0.3350
C -20.0125 -24.6578 1.4931 2.4324 1.1856 -0.7916
O -16.2346 -19.9334 2.9416 -0.2719 0.4928 -0.6724
H -24.6855 -22.3360 9.0374 -0.4666 -0.3702 0.2816
H -19.4095 -22.7953 0.9446 1.1195 -0.8563 0.1778
N -17.1005 -18.3964 5.7760 -0.9464 -0.8935 -0.0334
H -21.3942 -18.4783 2.2108 0.6047 0.1601 -0.6369
H -20.8289 -13.1556 -2.2103 0.2226 0.2741 0.3270
H -21.1332 -19.2362 6.4524 0.9559 0.3167 0.1671
H -21.2028 -12.3120 -0.6471 0.0554 -0.5544 -0.0141
N -18.5703 -18.8063 -1.2553 0.1298 -0.7878 0.4781
H -16.8374 -18.3204 6.7453 0.1247 0.0464 0.0991
H -16.4289 -25.4166 9.7893 -0.0298 0.1049 0.0770
H -24.0956 -15.7934 1.7427 -0.1183 -0.7941 0.4890
C -23.8869 -17.6261 3.7900 -1.3400 0.0685 -0.0818
H -17.3824 -21.6107 2.5773 -1.1862 -0.1082 0.3306
H -21.1593 -16.1191 1.4209 0.7518 -0.7055 0.0053
H -18.7777 -24.5745 7.0544 0.1729 0.2134 -0.3755
H -24.3453 -23.9174 9.8283 0.3686 -0.2961 1.3670
H -26.0110 -23.9499 4.3387 -0.0314 -0.0844 0.3921
H -22.6611 -26.0758 6.3757 -0.0049 0.3254 -0.2169
H -18.9145 -16.2170 5.2897 -0.4953 0.6448 -0.4381
C -19.6733 -22.3497 6.7217 -0.0478 0.0762 -0.7965
H -24.0362 -13.4003 -3.2294 -0.6721 0.0361 -0.4173
N -22.2187 -14.7294 0.4434 0.4979 -0.1594 -0.2735
C -21.4787 -13.1382 -1.3166 -0.2507 0.7671 -0.8455
H -18.4561 -14.0078 4.4025 0.3412 0.2552 0.0269
C -14.5068 -23.4635 0.8316 1.1244 -0.8407 2.2581
H -19.9887 -26.6532 1.8841 -0.0795 0.4845 0.1169
H -21.5217 -15.2636 -1.5268 -0.3359 -0.3984 -0.2787
H -16.7491 -14.9486 3.2885 0.1337 0.2453 0.0169
H -18.0177 -22.6064 5.5137 0.6157 -0.0913 -1.0590
H -21.5771 -24.2993 7.5979 0.1657 0.3907 -0.1593
H -23.4012 -14.7523 -2.1917 -0.5775 1.0506 0.1303
H -18.7416 -14.3641 7.8485 -0.1009 -0.4436 0.4372
N -15.6373 -22.6761 1.3903 1.1670 -0.7526 -0.9204
O -19.0967 -16.9922 -0.0089 0.1626 0.8497 1.3753
O -19.7386 -20.6158 0.6467 2.1549 -1.1274 -1.6951
H -16.3446 -25.8403 8.1010 0.6164 -0.3128 -0.6704
C -17.4375 -15.6295 2.7873 1.3074 -1.8502 -0.0867
H -16.8620 -15.4820 9.4151 -0.6180 0.0780 0.3542
C -18.9564 -15.4553 7.8452 2.3978 -0.2202 0.1728
H -19.9433 -18.1556 1.2551 0.5138 0.4187 -0.5291
C -16.5468 -21.2966 3.1710 1.9035 -0.0057 0.4488
H -15.8907 -19.9487 0.8679 0.5614 0.0575 -0.2742
H -19.9919 -22.4463 7.7478 -0.0866 -0.0235 0.4716
C -22.5802 -24.5003 7.9343 -0.2237 -2.9717 -1.3441
N -20.6083 -18.7968 1.6244 -2.6017 -2.0091 1.2669
N -18.1750 -16.6802 -2.0860 -1.0347 -0.7653 1.8321
H -15.8386 -22.3964 -2.7362 0.6589 -0.1762 -0.2588
H -24.0920 -25.9381 7.4058 0.0097 0.2545 -0.7318
H -17.7886 -16.0066 10.8330 -0.0631 0.2282 0.6121
O -24.5459 -23.0061 3.3876 1.1870 1.0323 -1.7689
O -14.3180 -22.5712 -1.3462 0.0351 -0.4539 0.8153
H -13.7989 -24.4923 -0.9300 0.4483 -0.7876 0.1318
H -17.5859 -17.1513 -2.7595 0.2339 0.8297 0.2569
H -23.7804 -21.9813 1.8089 0.7200 0.3355 -0.1566
H -21.2943 -23.6186 4.0605 0.3285 0.1200 0.6400
H -16.6116 -23.4327 8.6817 0.1749 0.1899 -0.4171
H -24.0045 -23.7222 1.3911 0.2801 0.2077 0.7306
H -19.8857 -21.3229 6.3812 -0.1252 -0.3162 0.0133
H -23.1504 -14.4704 0.1678 -0.5318 -0.1113 0.0595
C -18.4917 -18.7547 5.7187 0.3537 0.5724 0.2220
C -16.4752 -19.4200 1.6044 0.9173 0.6793 1.5022
N -21.7507 -20.9176 1.5296 -1.2762 0.1587 1.4686
C -23.1410 -16.2068 2.1417 0.3009 0.7140 -1.6597
C -25.1056 -24.2057 3.7806 -2.1341 -0.2285 -0.0179
H -20.3438 -14.6818 -0.4836 0.8551 0.0073 0.5366
H -21.1958 -14.4175 5.7485 -0.1974 -0.2973 0.2789
C -18.1917 -22.6549 6.5582 -1.0758 -1.2858 1.5620
O -18.0709 -26.3348 9.0160 -1.4118 -1.2059 0.8264
H -20.5712 -16.7126 7.3144 -0.1427 0.6583 -0.6255
H -17.4110 -16.5986 3.3361 0.1287 0.3586 -0.0766
H -18.1156 -15.9044 7.2272 -1.0039 0.3598 0.2627
H -20.3120 -16.3825 4.3408 -0.9055 0.0959 -0.1612
H -18.1170 -14.3631 10.0295 0.1270 -0.2080 0.5225
H -17.0938 -15.8471 1.7695 0.0372 0.1750 0.1533
H -22.8060 -15.4802 2.8705 0.0665 0.0190 0.7168
H -19.9049 -19.3237 4.2685 0.2239 0.1287 0.3426
H -19.5825 -23.1937 4.0520 -0.0374 0.2191 0.0905
C -19.1844 -14.6221 3.8809 -0.6564 0.7921 0.2140
N -19.0347 -23.7144 1.2640 -2.8887 1.5756 0.1134
O -22.7799 -12.7543 -1.8424 1.1153 -0.2770 1.4163
C -22.1458 -16.1080 1.0037 -0.2901 1.5808 -1.1734
C -15.4204 -22.2472 2.7795 0.1583 -0.1719 -0.7291
H -18.2144 -23.8017 9.1709 -0.8173 0.3478 0.7720
C -17.6886 -27.5217 9.7300 0.6101 0.2341 -1.6898
H -16.3784 -18.8698 5.2012 -1.1591 0.3862 0.2219
H -18.6490 -19.1536 -2.2019 0.1543 0.1725 0.2911
H -19.9819 -13.9968 3.5422 -0.7278 0.8416 0.0613
C -21.3695 -14.5332 -0.7394 -0.6356 0.4319 0.9240
C -18.6242 -17.4708 -1.0060 0.0765 -0.7021 -2.7992
O -23.1599 -17.5251 2.6032 0.0941 0.0998 0.0069
H -14.4977 -23.5581 -3.1627 -0.1008 0.5323 -0.0688
C -17.4501 -24.0976 8.4876 -0.1224 0.4511 -1.1403
H -25.5097 -24.7727 2.9496 0.3314 -0.2374 -0.5584
H -14.4371 -21.7666 2.9960 -0.3984 -0.2158 -0.3074
C -19.7453 -15.6029 4.8418 1.2463 -1.2422 2.2109
H -17.5734 -21.9238 7.0670 0.1454 0.1473 0.1142
C -22.5860 -20.2745 5.4445 0.3251 -0.8802 0.4917
C -14.7370 -22.5812 -2.6958 -0.4998 -0.4148 0.6268
N -20.3347 -14.8820 5.9963 0.2070 -1.2133 -0.5960
H -18.4781 -28.2688 9.6866 -0.1580 0.2348 -0.1473
C -23.1964 -13.7536 -2.6757 -0.0892 -2.2243 -0.5409
H -22.2830 -16.8331 0.1711 0.0667 -0.1012 0.8014
H -18.2905 -19.2368 3.7078 0.3524 0.1143 -0.0303
H -16.5633 -21.3528 4.2621 -0.9872 -0.1700 -0.0944
C -17.0097 -25.4688 8.8563 0.9414 0.1719 0.6927
H -15.4718 -23.1755 3.3550 -0.0342 0.1755 0.3320
N -18.9395 -19.0492 4.4497 -0.2894 -0.1343 1.2042
H -25.1867 -23.9580 8.3404 -0.1057 0.5163 -0.0467
H -15.5691 -24.1619 -0.9523 0.5715 -0.1457 0.4727
```
Positions in Å, forces in eV/Å.

Values from the calculation:
Net charge   0
Structure (SMILES)   COCCNCCOC.COCCNCCOC.COCCNCCOC.COCCNCCOC.COCCNCCOC.NC(N)=O.NC(N)=O.NC(N)=O.NC(N)=O.NC(N)=O
Kohn-Sham gap   9.01 eV
HOMO energy   -8.50 eV

These are the Löwdin partial charges, in e, on atoms 1 to 8: O -0.2228; O -0.0270; N 0.1653; H 0.0775; H 0.0814; H 0.0807; H 0.1404; O -0.1695

---

This record from OMol25 describes C55H59N3O2P2S2TeW as an isolated structure in a non-equilibrium geometry. The level of theory is ωB97M-V/def2-TZVPD.

Geometry as XYZ:
```
125
Properties=species:S:1:pos:R:3:forces:R:3
H -0.9942 2.1963 -3.8699 0.0057 -0.0003 -0.0134
C 0.1913 1.4466 -2.2947 0.0896 -0.3775 -0.0296
C 2.8266 4.3055 4.4718 0.0089 0.0036 0.0050
H 6.7217 -4.5793 -2.2791 -0.0114 0.0093 -0.0063
H 5.8156 -4.9171 -0.8119 0.0155 0.0015 -0.0068
C -3.3586 1.6247 5.1178 -0.0181 0.0213 -0.0069
H -0.2905 3.1165 5.0146 0.0124 0.0138 0.0146
C 0.6390 3.3125 4.4979 -0.0019 -0.0477 0.0004
H -1.4822 -8.0401 -0.9025 -0.0033 0.0025 0.0003
C 1.9674 -2.8580 4.5347 -0.0091 0.0208 -0.0101
H 1.7701 -5.9964 -5.4389 0.0122 0.0062 0.0022
H 3.6039 4.8696 4.9703 -0.0071 -0.0031 -0.0023
H 2.4152 -4.8785 -0.3289 0.0087 0.0182 -0.0018
H -1.6151 -2.5063 -4.3224 -0.0102 0.0095 -0.0015
C 1.5690 -5.1421 -4.7967 0.0271 0.0149 0.0324
H 2.4978 0.4262 -5.7455 -0.0101 0.0002 0.0157
C -2.4240 -1.2506 2.6482 -0.0335 -0.0445 -0.0280
C -2.1788 1.4724 4.4131 0.0089 -0.0402 -0.0282
C 1.6461 4.0195 5.1397 0.0214 0.0021 -0.0103
C 5.4896 -0.7870 -1.9444 0.0331 -0.0525 -0.0330
N 2.4873 -0.0115 0.1792 -0.0999 0.0349 0.0835
Te 0.8857 -2.1047 -3.2884 0.0000 0.0817 -0.2373
H 5.8172 -2.6286 -0.1152 -0.0417 0.0180 0.0011
H -3.0249 -7.1874 -0.8982 0.0031 0.0013 0.0064
C -1.9788 -7.1135 -0.6092 0.0016 -0.0065 -0.0013
H 1.5005 4.3607 6.1556 -0.0083 -0.0068 -0.0083
C 0.2693 -2.3661 2.9083 -0.0255 -0.0024 0.0401
H 3.8264 0.2969 -4.5839 -0.0270 0.0152 -0.0027
H 4.6048 -1.0590 -6.5746 -0.0231 0.0101 0.0152
H -5.2802 2.5757 5.1754 0.0082 -0.0018 -0.0076
H 2.1722 0.0559 -4.0576 0.0032 0.0363 0.0611
H 2.3555 -4.9372 4.8647 -0.0048 0.0020 -0.0047
H 1.7693 -5.4445 -3.7677 -0.0178 -0.0094 -0.0054
C 2.0352 -4.1422 -1.0358 0.0113 -0.0192 -0.0243
C 1.2157 -1.9273 3.8306 0.0016 0.0215 0.0318
H 7.4689 -2.9743 -0.5856 -0.0116 0.0128 0.0348
C 0.0569 2.1312 -3.6009 -0.0159 -0.0048 0.0153
O 5.3120 -0.0284 -2.8870 -0.0274 -0.0375 0.0077
H 6.1088 -1.9392 -4.6153 0.0265 0.0047 0.0011
C -4.7272 -0.6244 2.4177 -0.0094 -0.0049 0.0146
P -0.4653 1.9845 2.3279 -0.0621 0.1486 -0.1769
C 4.6440 -0.5434 -0.7109 0.0600 -0.0167 0.0182
H -1.9237 -7.0483 0.4782 -0.0011 -0.0019 -0.0031
H 4.7928 -3.5281 -8.6519 -0.0070 0.0000 0.0082
H -3.0927 -3.1758 -3.6411 -0.0016 -0.0026 -0.0143
C 0.6457 -4.5084 -1.4824 -0.0368 -0.0656 0.0785
C 5.9828 -4.1727 -1.5910 0.0285 -0.0082 -0.0082
H -4.2349 -2.4429 5.2433 0.0042 -0.0005 -0.0029
O 1.3021 1.5529 -1.5854 -0.1776 -0.0609 0.2877
H 2.7346 -4.0987 -1.8751 -0.0008 -0.0055 -0.0022
H 6.0018 -2.6429 -7.7247 -0.0058 0.0018 0.0056
H -5.5194 -0.1328 1.8693 0.0073 -0.0023 0.0012
H 2.3803 0.4214 2.2029 0.0169 0.0067 0.0072
H 6.2830 -0.4353 0.6716 -0.0071 0.0155 -0.0034
H -2.1944 -4.0819 -4.8486 0.0058 0.0145 -0.0049
C 2.4241 -3.9798 -5.2134 -0.0410 0.0549 0.0464
C 7.4649 -1.7110 -2.9598 -0.0374 -0.0388 -0.0404
C 6.4517 -2.8638 -0.9657 0.0396 0.0160 -0.0378
H 3.9157 4.1585 2.6270 -0.0107 -0.0069 -0.0077
C -1.3264 -4.1294 -2.8908 -0.0653 -0.0847 0.0575
C -4.0048 -1.9267 4.3210 0.0000 0.0025 0.0013
H -0.6718 -4.0692 1.9684 0.0074 0.0015 0.0011
H 0.5069 -4.9097 -4.8710 0.0143 -0.0101 -0.0197
C 5.2137 -0.3238 0.5374 0.0060 -0.0315 0.0824
C 3.9987 -1.8668 -6.1799 0.0161 0.1224 -0.0029
H 0.4964 -6.1352 -0.1117 -0.0002 0.0070 -0.0074
H -1.9172 -2.4146 4.3951 -0.0102 -0.0035 0.0052
C -3.4352 -0.6075 1.9292 0.0276 0.0499 0.0127
C -0.0135 -5.5673 -0.8831 0.0255 0.0019 -0.0015
C 4.2213 -3.1608 -6.6381 0.0310 -0.0573 -0.0496
H 6.9289 -3.4476 -4.1709 -0.0121 0.0139 0.0039
C 2.2499 -2.6469 -4.7197 -0.0047 -0.1829 -0.0626
C -0.0149 0.3639 1.8564 -0.3048 -0.1056 -0.1344
N 6.4411 -1.7382 -1.9022 -0.0342 0.0684 0.0744
C -4.3625 2.4483 4.6160 0.0061 -0.0183 0.0249
H -3.4958 1.1119 6.0606 0.0025 0.0066 -0.0084
H -2.9485 -5.4763 -2.5496 0.0077 -0.0085 0.0110
H -1.3935 0.8371 4.8110 -0.0079 0.0086 0.0040
H 5.0510 -4.0231 -2.1408 -0.0009 -0.0095 0.0108
C 3.2915 -0.3236 -0.8584 -0.0175 0.0119 0.0264
H 2.1265 2.9277 1.4623 0.0250 0.0019 -0.0317
H 0.5056 3.1228 -3.5450 0.0103 -0.0074 0.0151
C -2.7026 -1.9130 3.8441 0.0038 -0.0187 -0.0269
P -0.7525 -1.1802 2.0565 0.1663 -0.2437 -0.2163
C 3.0318 -1.5728 -5.2406 0.0089 -0.0358 -0.0469
C 2.8651 -0.1237 -4.8763 0.0250 -0.0211 -0.0484
C -1.3088 -5.9372 -1.2567 -0.0256 0.0366 -0.0343
H 2.8349 -0.3662 -1.8357 0.0434 -0.0082 -0.0387
C -4.1938 3.1110 3.4097 -0.0071 0.0080 -0.0117
C 0.0702 -3.7303 2.6839 -0.0085 0.0310 -0.0055
C -2.0099 2.1393 3.1958 0.0209 0.0230 0.0945
C -1.9430 -5.2046 -2.2480 0.0081 0.0164 0.0091
C -5.0090 -1.2850 3.6110 -0.0048 -0.0044 -0.0005
H -3.2119 -0.0997 0.9969 -0.0104 0.0013 -0.0033
H 0.5859 1.5762 -4.3773 0.0194 -0.0200 -0.0030
C -0.0299 -3.8101 -2.4946 0.0527 -0.0104 -0.0219
H 8.3511 -2.1919 -2.5452 0.0099 0.0000 -0.0095
H 5.7687 -4.3872 -7.4737 -0.0056 0.0030 0.0038
W 0.3657 0.3421 -0.1359 -0.2848 0.9694 -0.7537
C 0.8257 2.8838 3.1836 -0.0446 -0.0329 0.1037
N -0.7222 0.6839 -1.7232 0.0569 0.1331 0.4108
H 1.3522 -0.8660 4.0096 0.0065 -0.0126 0.0076
H 7.7048 -0.6649 -3.1431 0.0046 0.0041 0.0160
H 3.5592 -5.1991 -6.5220 0.0065 0.0145 0.0010
H -2.8906 3.4712 1.7463 -0.0011 0.0049 0.0066
H 2.0493 -3.1660 -0.5373 -0.0068 0.0103 0.0067
C -2.0885 -3.4279 -3.9808 0.0096 -0.0118 -0.0133
C 7.0467 -2.3688 -4.2664 -0.0056 0.0122 -0.0100
S -0.7484 -1.7231 0.0060 0.3168 0.0666 0.4666
S -0.5721 2.5908 0.3741 0.2639 -0.1735 0.1217
H 7.8114 -2.1813 -5.0208 -0.0061 -0.0142 -0.0004
C 5.2642 -3.4409 -7.6685 -0.0116 -0.0253 0.0161
C 3.4134 -4.1948 -6.1414 -0.0038 -0.0647 -0.0385
C 4.4065 0.0517 1.6000 0.0428 -0.0386 -0.0530
H -6.0246 -1.3041 3.9847 0.0065 0.0037 -0.0043
C -3.0169 2.9572 2.6910 -0.0018 0.0079 -0.0154
H 4.8180 0.2454 2.5804 -0.0074 0.0027 0.0000
C 3.0516 0.1707 1.4002 -0.0095 -0.1245 -0.0242
H -4.9763 3.7529 3.0281 0.0077 -0.0034 -0.0007
H 2.6947 -2.5274 5.2640 -0.0031 0.0016 -0.0049
C 0.8272 -4.6503 3.3870 0.0125 -0.0016 0.0180
C 3.0072 3.8973 3.1533 0.0151 0.0099 0.0153
C 1.7728 -4.2132 4.3106 -0.0039 -0.0266 -0.0065
H 0.6761 -5.7096 3.2271 0.0056 0.0054 0.0049
C 2.0098 3.1924 2.5064 -0.0383 -0.0022 0.0113
```
Positions in Å, forces in eV/Å.

Values from the calculation:
2S+1   2
Net charge   +3
<S²>   0.77
Kohn-Sham gap (spin up / spin down)   6.27 / 5.77 eV
HOMO energy (spin up / spin down)   -15.35 / -15.56 eV

These are the Löwdin partial charges, in e, on atoms 1 to 8: H 0.1046; C -0.7090; C -0.0349; H 0.0749; H 0.0854; C -0.0498; H 0.1022; C -0.0549

---

We obtain relative energy (zero: lowest compared OMol25 entry of this formula, charge and spin) values of 52.05 5.50 kcal per mole for the records listed above, in that order.